[1]
Formula: C3H14N2O2
Source: the Open Molecules 2025 dataset
Level of theory: ωB97M-V/def2-TZVPD

HOMO energy (alpha / beta) (eV): -14.380 / -14.364
Total charge: +1
Maximum force (eV/A): 6.2
Multiplicity: 2
Relative energy (zero: lowest compared OMol25 entry of this formula, charge and spin) (kcal per mole): 60.50
<S²>: 0.76

Last column: Mulliken spin population.
Atoms and positions in Å:
1 N 1.579 -1.216 0.023  0.396
2 C 0.671 -0.038 0.051  0.054
3 C 0.281 0.181 -1.526  0.050
4 C -0.690 -0.217 0.747  0.069
5 N -1.280 1.008 1.056  0.441
6 H 2.195 -1.379 0.841  -0.005
7 H 0.998 -2.105 0.189  -0.005
8 H 1.353 0.727 0.528  -0.007
9 H -0.335 1.088 -1.863  0.001
10 H 1.094 0.256 -2.241  0.002
11 H -0.248 -0.726 -1.835  0.002
12 H -0.544 -0.745 1.820  -0.005
13 H -1.258 -1.019 0.157  0.021
14 H -1.199 1.649 0.245  -0.007
15 H -0.950 1.556 1.743  -0.008
16 H 4.038 1.240 -3.016  0.000
17 H 3.429 0.095 -2.272  0.000
18 O 3.850 0.321 -3.034  0.000
19 H -4.532 -0.028 3.471  0.000
20 H -4.206 0.074 2.114  0.000
21 O -4.248 -0.721 2.804  0.001

Forces on atoms 1 to 6 (eV/Å):
N -3.203 -1.837 2.683
C 3.806 0.643 -3.060
C -0.554 0.893 -0.035
C -0.960 -4.121 4.484
N -0.484 -0.566 -5.632
H 0.238 1.157 -0.599


[2]
Formula: C3H14N2O2
Source: the Open Molecules 2025 dataset
Level of theory: ωB97M-V/def2-TZVPD

HOMO energy (alpha / beta) (eV): -13.605 / -13.605
Total charge: +1
Maximum force (eV/A): 1.3
Multiplicity: 2
Relative energy (zero: lowest compared OMol25 entry of this formula, charge and spin) (kcal per mole): 14.84
<S²>: 0.75

Last column: Mulliken spin population.
Atoms and positions in Å:
1 N 0.215 0.127 -0.043  0.090
2 C 1.143 -0.925 -0.320  0.072
3 C 2.229 -1.075 0.747  0.019
4 C 0.355 -2.241 -0.462  0.045
5 N -0.559 -2.271 -1.502  0.738
6 H 0.234 0.811 -0.791  0.000
7 H 0.465 0.623 0.786  0.004
8 H 1.660 -0.695 -1.255  0.004
9 H 3.109 -1.552 0.346  0.001
10 H 2.501 -0.079 1.074  0.002
11 H 1.821 -1.554 1.627  -0.006
12 H -0.258 -2.311 0.463  0.075
13 H 1.032 -3.102 -0.474  0.001
14 H -1.291 -1.568 -1.613  -0.020
15 H -0.792 -3.172 -1.930  -0.024
16 H -1.995 5.122 2.392  0.000
17 H -1.283 3.832 2.733  0.000
18 O -1.666 4.310 1.990  0.000
19 H -1.618 2.213 -1.136  0.000
20 H -2.727 1.279 -1.380  0.000
21 O -2.578 2.226 -1.250  0.000

Forces on atoms 1 to 6 (eV/Å):
N -0.179 0.420 -0.900
C 0.709 0.908 0.092
C -0.738 0.322 0.043
C 0.497 -0.957 0.477
N -0.923 -0.779 -0.385
H -0.175 0.008 0.072


[3]
Formula: C3H14N2O2S
Source: the Open Molecules 2025 dataset
Level of theory: ωB97M-V/def2-TZVPD

HOMO energy (eV): -8.048
Maximum force (eV/A): 3.0
Multiplicity: 1
Relative energy (zero: lowest compared OMol25 entry of this formula, charge and spin) (kcal per mole): 157.35

Last column: Mulliken charge in e.
Atoms and positions in Å:
1 C 0.602 -0.994 -0.197  -0.020
2 C -0.137 -2.093 0.524  -0.770
3 S -1.681 -1.695 1.384  -0.252
4 N -0.435 -0.215 -0.930  -0.153
5 C 0.166 1.020 -1.604  -0.556
6 N 0.663 1.926 -0.692  -0.471
7 H 1.106 -0.370 0.536  -0.038
8 H 1.290 -1.351 -0.956  0.402
9 H 0.446 -2.671 1.243  0.416
10 H -0.547 -2.832 -0.182  0.335
11 H 0.884 0.355 2.882  0.102
12 H -0.996 0.157 -0.185  0.262
13 H 0.992 0.659 -2.221  0.331
14 H -0.589 1.427 -2.279  0.365
15 H -0.034 2.648 -0.464  0.196
16 H 1.803 1.787 0.214  0.460
17 H 1.122 -0.326 2.767  -0.094
18 H 2.939 2.336 1.246  0.265
19 O 2.518 1.536 0.938  -0.740
20 H -3.862 -0.546 -1.296  0.307
21 H -2.973 -0.693 -0.022  0.231
22 O -3.276 -0.066 -0.706  -0.580

Forces on atoms 1 to 6 (eV/Å):
C -1.405 0.115 -0.892
C -0.742 -1.257 0.758
S 0.688 0.379 -0.292
N 2.132 0.854 1.854
C 0.193 0.561 -2.208
N -1.733 -0.013 0.231


[4]
Formula: C3H14N3
Source: the Open Molecules 2025 dataset
Level of theory: ωB97M-V/def2-TZVPD

HOMO energy (eV): -13.219
Total charge: +1
Maximum force (eV/A): 0.4
Multiplicity: 1
Relative energy (zero: lowest compared OMol25 entry of this formula, charge and spin) (kcal per mole): 0.68

Last column: Mulliken charge in e.
Atoms and positions in Å:
1 C -0.027 0.767 -0.324  -0.572
2 C 0.090 2.269 -0.577  -0.593
3 N -0.588 2.561 -1.821  -0.571
4 N 0.489 0.383 1.021  -0.246
5 H -1.060 0.444 -0.400  0.315
6 H 0.545 0.219 -1.069  0.295
7 H -0.313 2.818 0.288  0.350
8 H 1.145 2.525 -0.660  0.431
9 H -0.179 3.361 -2.285  0.252
10 H -1.560 2.798 -1.650  0.223
11 H -0.185 0.622 1.746  0.379
12 H 1.335 0.908 1.230  0.360
13 C -0.578 -2.754 0.217  -0.841
14 N 0.671 -2.284 0.875  -0.684
15 H -1.424 -2.276 0.692  0.316
16 H -0.557 -2.458 -0.832  0.315
17 H -0.694 -3.833 0.303  0.342
18 H 0.721 -2.692 1.809  0.279
19 H 0.699 -0.714 1.054  0.395
20 H 1.470 -2.664 0.382  0.255

Forces on atoms 1 to 6 (eV/Å):
C 0.112 0.146 -0.206
C -0.130 -0.196 0.268
N -0.160 0.263 -0.030
N 0.065 0.043 0.174
H -0.140 -0.054 0.070
H 0.034 -0.020 -0.028


[5]
Formula: C3H14N4
Source: the Open Molecules 2025 dataset
Level of theory: ωB97M-V/def2-TZVPD

HOMO energy (eV): -6.028
Maximum force (eV/A): 0.5
Multiplicity: 1
Relative energy (zero: lowest compared OMol25 entry of this formula, charge and spin) (kcal per mole): 78.43

Last column: Mulliken charge in e.
Atoms and positions in Å:
1 C 1.723 0.867 0.005  0.214
2 C 1.338 -0.045 1.070  -0.902
3 N 2.124 0.338 -1.178  -0.418
4 N -0.169 1.769 -0.391  -0.693
5 H 2.121 1.849 0.214  0.345
6 H 1.748 -0.563 -1.433  0.232
7 H 2.315 0.953 -1.951  0.250
8 H -0.410 2.518 0.252  0.270
9 H -0.232 2.130 -1.338  0.254
10 H 0.208 -0.395 0.819  0.267
11 H 1.946 -0.951 1.063  0.337
12 H 1.366 0.424 2.052  0.310
13 C -1.306 -1.610 -0.763  -1.006
14 N -1.277 -0.534 0.198  -0.250
15 N -2.289 -0.773 1.199  -0.823
16 H -0.827 0.883 -0.229  0.394
17 H -1.880 -1.271 1.994  0.181
18 H -2.592 0.128 1.553  0.190
19 H -0.965 -2.583 -0.358  0.231
20 H -0.631 -1.356 -1.593  0.237
21 H -2.309 -1.778 -1.185  0.381

Forces on atoms 1 to 6 (eV/Å):
C -0.257 -0.055 -0.378
C -0.054 -0.042 0.100
N -0.183 0.147 0.219
N 0.377 -0.132 0.083
H -0.018 -0.007 -0.020
H 0.013 0.021 0.068


[6]
Formula: C3H14N4
Source: the Open Molecules 2025 dataset
Level of theory: ωB97M-V/def2-TZVPD

HOMO energy (eV): -17.496
Total charge: +2
Maximum force (eV/A): 4.6
Multiplicity: 1
Relative energy (zero: lowest compared OMol25 entry of this formula, charge and spin) (kcal per mole): 83.30

Last column: Mulliken charge in e.
Atoms and positions in Å:
1 C -1.313 -0.131 -1.398  -1.458
2 C 1.305 1.285 -0.071  -0.915
3 C -0.734 -0.618 -0.106  -0.055
4 N -1.182 0.320 0.861  -0.067
5 N 1.131 -0.133 -0.020  -0.277
6 N -1.162 -0.041 2.217  -0.385
7 N 1.869 -0.868 -1.006  -0.278
8 H -1.122 0.857 -1.687  0.451
9 H -2.311 -0.313 -1.219  0.478
10 H -1.048 -0.741 -2.253  0.402
11 H 2.419 1.378 -0.007  0.391
12 H 0.919 1.733 -0.958  0.399
13 H 0.879 1.800 0.789  0.287
14 H -0.632 -1.698 0.217  0.520
15 H -1.640 1.113 0.520  0.255
16 H -0.331 0.194 2.728  0.336
17 H -2.078 0.271 2.761  0.423
18 H -1.011 -1.073 2.329  0.383
19 H 1.292 -1.756 -0.935  0.352
20 H 2.881 -0.879 -0.701  0.383
21 H 1.870 -0.700 -2.059  0.375

Forces on atoms 1 to 6 (eV/Å):
C 1.539 -2.656 -0.376
C 1.819 -0.060 0.112
C 3.662 2.658 0.966
N 0.962 -3.315 0.073
N -3.435 -1.334 0.481
N -2.156 -0.703 1.220


[7]
Formula: C3H14NO2
Source: the Open Molecules 2025 dataset
Level of theory: ωB97M-V/def2-TZVPD

HOMO energy (eV): -15.966
Total charge: +1
Maximum force (eV/A): 1.8
Multiplicity: 1
Relative energy (zero: lowest compared OMol25 entry of this formula, charge and spin) (kcal per mole): 7.81

Last column: Mulliken charge in e.
Atoms and positions in Å:
1 C 1.065 -0.940 1.492  -1.124
2 C -0.234 -0.190 1.293  -0.408
3 N -0.365 0.229 -0.172  -0.024
4 C -1.753 0.673 -0.505  -0.952
5 H 1.349 -1.552 0.639  0.309
6 H 1.042 -1.520 2.402  0.361
7 H 1.890 -0.219 1.504  0.295
8 H -0.327 0.733 1.844  0.423
9 H -1.093 -0.840 1.441  0.404
10 H 0.233 1.062 -0.255  0.340
11 H -0.151 -0.565 -0.785  0.361
12 H -2.096 1.277 0.336  0.401
13 H -1.741 1.279 -1.406  0.360
14 H -2.434 -0.164 -0.588  0.344
15 H -1.110 -1.906 -2.646  0.292
16 H 0.135 -2.662 -2.137  0.291
17 O -0.420 -1.907 -1.962  -0.637
18 H 2.634 2.020 -0.447  0.324
19 H 1.676 2.922 0.332  0.337
20 O 1.699 2.268 -0.380  -0.698

Forces on atoms 1 to 6 (eV/Å):
C 0.691 1.046 -0.345
C -0.369 -0.772 -1.572
N -0.913 0.529 1.084
C 0.036 0.468 0.665
H -0.512 -0.496 0.004
H 0.132 -0.125 0.149


[8]
Formula: C3H14NO2
Source: the Open Molecules 2025 dataset
Level of theory: ωB97M-V/def2-TZVPD

HOMO energy (eV): -13.462
Total charge: +1
Maximum force (eV/A): 3.8
Multiplicity: 1
Relative energy (zero: lowest compared OMol25 entry of this formula, charge and spin) (kcal per mole): 37.86

Last column: Mulliken charge in e.
Atoms and positions in Å:
1 C -0.627 2.163 -0.967  -1.391
2 C -1.210 1.949 0.389  -0.266
3 N -0.239 1.124 1.193  -0.132
4 C -0.631 1.426 2.619  -0.940
5 H 0.423 2.328 -0.999  0.353
6 H -0.884 1.382 -1.596  0.397
7 H -0.909 2.966 -1.608  0.407
8 H -1.171 2.938 0.857  0.343
9 H -2.215 1.509 0.455  0.384
10 H 0.739 1.390 0.994  0.371
11 H -0.311 0.118 1.047  0.364
12 H 0.074 1.192 3.421  0.349
13 H -1.528 0.898 2.787  0.413
14 H -0.810 2.473 2.727  0.370
15 H 1.010 -5.203 -4.475  0.338
16 H 1.343 -3.656 -4.441  0.309
17 O 1.310 -4.418 -3.931  -0.647
18 H 1.043 -1.667 1.985  0.305
19 H 1.660 -1.752 0.657  0.306
20 O 0.942 -1.333 1.129  -0.632

Forces on atoms 1 to 6 (eV/Å):
C -0.256 0.049 -0.875
C 0.828 1.414 -0.300
N -0.488 1.041 1.446
C 1.081 -0.197 0.539
H 1.178 -0.346 0.529
H 0.029 -2.071 -1.192


[9]
Formula: C3H14NO2
Source: the Open Molecules 2025 dataset
Level of theory: ωB97M-V/def2-TZVPD

HOMO energy (eV): -15.735
Total charge: +1
Maximum force (eV/A): 3.6
Multiplicity: 1
Relative energy (zero: lowest compared OMol25 entry of this formula, charge and spin) (kcal per mole): 31.37

Last column: Mulliken charge in e.
Atoms and positions in Å:
1 C 0.615 -1.797 -1.316  -1.141
2 C 1.404 -0.722 -0.600  -0.228
3 N 0.458 0.236 0.079  0.024
4 C 0.864 1.627 0.341  -0.913
5 H 0.653 -1.593 -2.447  0.294
6 H 1.116 -2.764 -1.300  0.317
7 H -0.397 -1.966 -0.937  0.335
8 H 2.237 -0.870 0.085  0.488
9 H 1.947 -0.042 -1.319  0.254
10 H 0.413 -0.200 1.034  0.350
11 H -0.527 0.364 -0.302  0.261
12 H -0.052 2.254 0.464  0.317
13 H 1.463 1.962 -0.439  0.403
14 H 1.357 1.747 1.366  0.294
15 H -2.820 1.255 -1.030  0.330
16 H -2.309 -0.158 -1.422  0.326
17 O -2.252 0.491 -0.712  -0.705
18 H -1.385 0.671 3.206  0.286
19 H -1.677 -0.589 2.752  0.273
20 O -1.109 0.095 2.496  -0.565

Forces on atoms 1 to 6 (eV/Å):
C 0.968 -0.690 -1.922
C 0.689 3.047 -1.761
N -0.656 -0.771 2.248
C -0.677 0.823 3.096
H -0.679 0.019 1.721
H 0.067 -0.029 0.464


[10]
Formula: C3H14NO2S
Source: the Open Molecules 2025 dataset
Level of theory: ωB97M-V/def2-TZVPD

HOMO energy (eV): -12.899
Total charge: +1
Maximum force (eV/A): 2.9
Multiplicity: 1
Relative energy (zero: lowest compared OMol25 entry of this formula, charge and spin) (kcal per mole): 20.87

Last column: Mulliken charge in e.
Atoms and positions in Å:
1 C -0.017 1.814 -0.849  -1.566
2 C -0.348 0.345 -0.960  0.261
3 C 0.602 -0.436 -1.886  -0.716
4 S 0.071 -2.188 -1.886  -0.217
5 N -0.450 -0.268 0.451  -0.091
6 H 1.022 1.936 -0.529  0.433
7 H -0.425 2.476 -0.065  0.310
8 H -0.302 2.385 -1.734  0.397
9 H -1.468 0.393 -1.328  0.216
10 H 0.288 0.073 -2.829  0.417
11 H 1.669 -0.321 -1.761  0.429
12 H 0.678 -2.599 -3.034  0.188
13 H -1.360 -0.701 0.582  0.330
14 H 0.278 -0.982 0.512  0.365
15 H -0.245 0.488 1.147  0.287
16 H -0.665 1.986 3.372  0.308
17 H -1.012 2.336 1.853  0.312
18 O -0.557 1.735 2.447  -0.656
19 H 1.070 -2.433 2.765  0.317
20 H 0.344 -3.439 1.885  0.322
21 O 0.828 -2.601 1.848  -0.645

Forces on atoms 1 to 6 (eV/Å):
C 1.173 1.282 0.826
C -2.782 0.726 0.322
C -2.191 0.639 -1.117
S 0.281 0.051 -0.454
N 1.041 0.831 -0.961
H 0.407 0.057 -0.934


[11]
Formula: C3H14NO3S
Source: the Open Molecules 2025 dataset
Level of theory: ωB97M-V/def2-TZVPD

HOMO energy (eV): -3.288
Total charge: -1
Maximum force (eV/A): 4.5
Multiplicity: 1
Relative energy (zero: lowest compared OMol25 entry of this formula, charge and spin) (kcal per mole): 60.36

Last column: Mulliken charge in e.
Atoms and positions in Å:
1 C 3.863 -0.776 -2.856  -0.832
2 N 2.603 -0.290 -2.267  -0.428
3 C 2.095 -1.144 -1.160  -0.647
4 C 0.663 -0.501 -0.930  -0.571
5 S 0.672 0.260 0.790  -0.625
6 H 3.948 -0.370 -3.848  0.308
7 H 3.765 -1.781 -2.887  0.331
8 H 4.816 -0.614 -2.175  0.213
9 H 2.622 0.627 -1.800  0.243
10 H 2.236 -2.129 -1.357  0.574
11 H 2.715 -1.067 -0.216  0.263
12 H -0.231 -1.242 -0.971  0.221
13 H 0.425 0.427 -1.626  0.232
14 H -1.685 0.542 0.967  0.089
15 H -2.273 1.609 1.961  0.361
16 O -2.624 1.014 1.164  -0.798
17 H -4.890 1.151 0.975  0.321
18 H -4.148 2.008 0.040  0.335
19 O -5.029 1.871 0.352  -0.639
20 H -0.819 -1.521 2.954  0.326
21 H -1.792 -0.619 2.449  0.335
22 O -1.522 -0.964 3.289  -0.612

Forces on atoms 1 to 6 (eV/Å):
C 0.840 3.530 2.591
N 0.615 -0.620 0.643
C -0.553 4.441 0.620
C -1.201 0.177 0.947
S -0.728 -0.364 -0.329
H 0.560 0.231 -0.351


[12]
Formula: C3H14NO4
Source: the Open Molecules 2025 dataset
Level of theory: ωB97M-V/def2-TZVPD

HOMO energy (alpha / beta) (eV): -18.055 / -18.036
Total charge: +2
Maximum force (eV/A): 8.6
Multiplicity: 2
Relative energy (zero: lowest compared OMol25 entry of this formula, charge and spin) (kcal per mole): 81.49
<S²>: 0.76

Last column: Mulliken spin population.
Atoms and positions in Å:
1 C -0.744 1.982 0.764  0.360
2 C -1.052 3.082 0.074  0.323
3 C -1.564 0.272 -0.908  0.088
4 N -0.838 0.691 0.075  0.052
5 H -0.538 1.746 1.882  0.002
6 H -1.263 3.177 -0.920  0.032
7 H -1.249 4.028 0.596  0.017
8 H -1.581 -0.804 -1.211  0.004
9 H -2.204 1.007 -1.442  0.000
10 H -0.335 -0.077 0.652  -0.017
11 H 0.110 -1.942 1.992  -0.001
12 H 1.009 -2.659 0.953  -0.001
13 O 0.187 -2.369 1.263  0.009
14 H -2.589 -1.913 1.270  -0.003
15 H -1.381 -2.216 0.456  -0.002
16 O -2.184 -1.772 0.438  0.080
17 H 3.226 -2.402 -0.565  0.000
18 H 2.032 -1.728 -1.197  0.000
19 O 2.335 -1.994 -0.414  0.000
20 H 3.464 0.769 -1.312  -0.002
21 H 2.588 2.046 -1.331  -0.002
22 O 2.569 1.076 -1.114  0.058

Forces on atoms 1 to 6 (eV/Å):
C -0.046 -5.483 0.884
C -0.716 3.371 2.261
C -1.003 0.017 -1.362
N 2.086 -0.153 3.331
H -0.048 1.302 -1.987
H -0.229 -0.379 -2.832